1.
4 unconnected molecules or ions with the total composition C24H45BrCl6INO4P in a non-equilibrium geometry. Source: OMol25; level of theory: the ωB97M-V functional and the def2-TZVPD basis.

XYZ file:
```
83
C24H45BrCl6INO4P, DFT the ωB97M-V functional and the def2-TZVPD basis
C -4.29170 -0.80332 0.83710
C -3.30074 -1.55491 -0.02674
O -2.03202 -0.92007 -0.15866
C -2.04907 0.27567 -0.82487
C -2.23962 1.60515 -0.07683
C -1.74614 1.79684 1.38523
C -0.98289 0.65207 2.07733
C 0.14453 1.17595 2.97371
C 0.62075 0.14251 3.98346
O 1.78994 -0.49972 3.44661
C 2.27883 -1.50720 4.20702
C 2.81878 -2.66128 3.42684
O 2.26261 -1.47498 5.40503
C -1.63161 2.64101 -1.07911
C -1.18526 1.81951 -2.30847
C -0.05589 2.50838 -3.07181
C -0.70661 3.56770 -3.95145
O -0.80117 4.70250 -3.64702
I -1.50510 2.85600 -5.82953
N -0.83956 0.46542 -1.70820
Br 0.80509 0.69374 -0.72851
P -0.62159 -0.71344 -3.17583
C 1.15449 -1.02911 -3.35953
C 1.31937 -1.95538 -4.59896
C -1.26188 -2.34842 -2.67555
C -0.32971 -3.27161 -1.87738
H -3.84329 -0.50603 1.78196
H -5.15329 -1.44320 1.01133
H -4.67218 0.08905 0.33967
H -3.10667 -2.52970 0.41198
H -3.73898 -1.73294 -1.01474
H -2.87509 0.25666 -1.55331
H -3.29848 1.84486 -0.06849
H -1.11591 2.68593 1.40286
H -2.60925 2.04016 1.99751
H -0.54956 -0.05842 1.38914
H -1.67413 0.11359 2.72608
H -0.18144 2.06820 3.50233
H 1.01308 1.43222 2.36523
H -0.13229 -0.62405 4.17158
H 0.84388 0.60765 4.94115
H 3.31244 -2.35687 2.50948
H 2.00893 -3.35347 3.20096
H 3.51976 -3.17686 4.07120
H -0.83338 3.23588 -0.65195
H -2.44316 3.27431 -1.42776
H -2.00859 1.69164 -3.00610
H 0.61304 3.05630 -2.41567
H 0.49456 1.84309 -3.73306
H 1.59375 -1.51280 -2.49065
H 1.69553 -0.10701 -3.54799
H 0.43100 -2.54169 -4.81141
H 2.15546 -2.61942 -4.40716
H 1.54142 -1.35043 -5.46999
H -2.22117 -2.25883 -2.18696
H -1.46397 -2.81259 -3.64323
H -0.90861 -4.03598 -1.36441
H 0.35434 -3.79426 -2.54199
H 0.25437 -2.72585 -1.14004
Cl 8.17088 -1.53404 4.98071
C 6.80795 -2.25966 5.87034
C 6.59408 -3.70433 5.50160
Cl 6.00990 -3.88782 3.82346
H 5.92171 -1.66447 5.66565
H 7.04142 -2.18756 6.93082
H 5.83655 -4.13758 6.15224
H 7.50915 -4.28207 5.59567
Cl 0.55420 5.87866 4.73766
C -1.01204 5.87488 5.58801
C -1.63924 4.50611 5.59372
Cl -2.15043 4.00577 3.95517
H -1.65581 6.60499 5.10530
H -0.82438 6.19263 6.61173
H -2.52883 4.50519 6.22014
H -0.94641 3.75606 5.96592
Cl -1.90815 -1.69028 -6.59604
C -1.56932 -0.67962 -8.02686
C -0.62773 -1.34593 -8.99420
Cl 1.02114 -1.49413 -8.33297
H -1.17018 0.26652 -7.66596
H -2.52505 -0.49692 -8.51467
H -0.55546 -0.74614 -9.89926
H -0.96994 -2.34240 -9.25956
```

Calculated values
Net charge: +1
Multiplicity: 1
E_tot in hartree: -7271.1391

Here are the Mulliken charges for atoms 1 to 5, given in e: C -1.232; C -0.366; O -0.372; C -1.433; C 0.366


2.
A molecular structure, C12H10F2In in a non-equilibrium geometry. Source: OMol25; level of theory: the ωB97M-V functional and the def2-TZVPD basis.

XYZ file:
```
25
C12H10F2In, DFT the ωB97M-V functional and the def2-TZVPD basis
In 3.00911 1.66350 0.49759
F 0.58560 3.26123 -0.21588
C -0.60908 3.44335 -0.89056
C -1.63173 4.28739 -0.36515
C -2.80927 4.49102 -1.06241
C -3.04274 3.85394 -2.31240
C -2.07987 3.04677 -2.78102
C -0.85312 2.81131 -2.09942
H -1.53855 4.67513 0.63853
H -3.59946 5.03509 -0.56644
H -3.99133 3.90119 -2.82654
H -2.21573 2.52088 -3.71450
H -0.26608 1.97978 -2.46045
F 2.12340 -1.03540 1.42232
C 1.80417 -2.36695 1.50267
C 2.09038 -3.12988 2.67142
C 1.82242 -4.48511 2.70376
C 1.37304 -5.13208 1.56743
C 1.08968 -4.41503 0.38821
C 1.38595 -3.03753 0.33533
H 2.40242 -2.60747 3.56368
H 1.87442 -5.06420 3.61390
H 1.18005 -6.18626 1.43376
H 0.71197 -4.98330 -0.44894
H 1.18439 -2.52725 -0.59493
```

Calculated values
Net charge: +3
Multiplicity: 1
E_tot in hartree: -851.8187
Energy relative to the best compared isomer or geometry (same formula, charge and spin) in kJ/mol: 184.2

Here are the Mulliken charges for atoms 1 to 5, given in e: In 1.008; F -0.187; C 0.745; C -0.284; C -0.426


3.
C3H5NO2 in the gas phase. Source: OMol25; level of theory: the ωB97M-V functional and the def2-TZVPD basis.

XYZ file:
```
11
C3H5NO2, DFT the ωB97M-V functional and the def2-TZVPD basis
H -2.59733 -1.09055 -2.18230
N -2.17029 -0.79106 -1.35355
C -1.64417 -0.36984 -0.34545
O -0.23892 -0.38666 -0.27912
C 0.39768 0.21249 0.75509
C 1.87063 0.17455 0.48934
O -0.15162 0.68862 1.71550
H -2.08358 0.04846 0.57331
H 2.16081 -0.87367 0.38247
H 2.07644 0.68474 -0.45590
H 2.41284 0.64762 1.30386
```

Calculated values
Multiplicity: 1
E_tot in hartree: -322.5124
Energy relative to the best compared isomer or geometry (same formula, charge and spin) in kJ/mol: 162.5
SMILES string: [H]/N=C/OC(C)=O

Here are the Mulliken charges for atoms 1 to 5, given in e: H 0.265; N -0.338; C -0.065; O -0.360; C 0.763


Question: Which formula does entry 3 have?
Answer: C3H5NO2